Entry 1:
Below is a structure of composition C15H30AsF6N3O8PZr, with properties calculated with ωB97M-V/def2-TZVPD.

net charge: +2
frontier orbital gap (spin up / spin down): 9.90 / 6.30 eV
LUMO energy (spin up / spin down): -0.20024 / -0.33291 hartree
spin multiplicity: 2
ΔE to the lowest compared entry with this formula, charge and spin: 26.75 kcal per mole
HOMO energy (spin up / spin down): -0.5641 / -0.5643 Eh

```
65
C15H30AsF6N3O8PZr (ωB97M-V/def2-TZVPD)
Zr 0.971 0.629 -0.606
O 2.153 1.092 2.313
C 2.042 0.145 3.359
C 0.585 -0.147 3.707
N -0.204 -0.993 2.805
C 0.388 -2.118 2.103
C 0.747 -1.539 0.724
O -0.140 -1.408 -0.140
O 1.866 -0.976 0.589
C -1.514 -0.547 2.407
C -1.429 0.640 1.393
O -2.415 1.212 1.060
O -0.184 0.891 1.021
H 3.048 1.446 2.320
H 2.463 0.547 4.283
H 2.582 -0.774 3.119
H 0.031 0.779 3.851
H 0.591 -0.685 4.665
H -0.349 -2.911 1.988
H 1.274 -2.466 2.624
H -2.072 -0.190 3.274
H -2.055 -1.353 1.918
C 1.056 6.621 0.851
C -0.142 6.060 0.132
O 0.209 4.812 -0.564
P 0.066 3.432 0.202
O 1.613 2.695 -0.068
C 2.782 3.504 -0.509
C 3.803 3.570 0.591
O -0.415 2.468 -1.086
C -1.705 2.762 -1.728
C -1.463 3.272 -3.121
H 0.779 7.553 1.346
H 1.868 6.838 0.157
H 1.415 5.932 1.619
H -0.494 6.721 -0.655
H -0.972 5.860 0.811
H 2.399 4.480 -0.784
H 3.166 3.026 -1.401
H 3.392 4.016 1.498
H 4.634 4.194 0.258
H 4.214 2.584 0.815
H -2.216 3.501 -1.109
H -2.281 1.843 -1.696
H -0.904 4.207 -3.105
H -2.422 3.450 -3.611
H -0.901 2.547 -3.710
F 1.811 1.340 -2.533
As 3.217 0.135 -2.598
F 3.217 0.671 -0.855
F 4.225 1.416 -2.998
F 4.407 -0.998 -2.309
F 2.803 -0.274 -4.171
F 1.938 -0.949 -1.992
C -1.952 -1.919 -4.658
N -1.105 -0.725 -4.485
C -0.606 -0.030 -5.686
C -0.787 -0.302 -3.308
N -0.500 0.075 -2.248
H -1.417 -2.648 -5.264
H -2.877 -1.634 -5.155
H -2.177 -2.349 -3.686
H 0.004 -0.720 -6.266
H 0.001 0.820 -5.388
H -1.449 0.310 -6.283
```


Entry 2:
Below is an isolated molecule of C7H7NO2, with properties calculated with ωB97M-V/def2-TZVPD.

net charge: 0
frontier orbital gap: 9.19 eV
LUMO energy: 0.01139 hartree
ΔE to the lowest compared entry with this formula, charge and spin: 103.62 kcal per mole
HOMO energy: -0.3263 Eh

```
17
C7H7NO2 (ωB97M-V/def2-TZVPD)
N 2.965 0.218 -1.673
C 2.142 0.101 -0.879
C 1.397 -0.011 0.338
O 2.016 -0.928 1.153
C 0.870 1.149 0.754
C -0.143 1.803 -0.037
C -1.113 1.124 -0.708
C -1.155 -0.288 -0.721
C -0.123 -1.136 -0.903
O -0.136 -2.402 -0.261
H 1.548 -0.897 1.981
H 0.861 1.490 1.804
H -0.142 2.897 0.199
H -2.122 1.507 -0.860
H -2.002 -0.802 -0.247
H 0.604 -1.048 -1.674
H 0.537 -3.161 -0.534
```


Entry 3:
Below is an isolated molecule of C20H21FN6O3, with properties calculated with ωB97M-V/def2-TZVPD.

net charge: 0
frontier orbital gap: 8.75 eV
LUMO energy: -0.00076 hartree
ΔE to the lowest compared entry with this formula, charge and spin: 0.00 kcal per mole
HOMO energy: -0.3223 Eh

```
51
C20H21FN6O3 (ωB97M-V/def2-TZVPD)
C -0.516 1.625 3.150
O -1.331 0.484 3.083
C -2.178 0.475 1.959
C -3.062 -0.770 1.997
C -2.242 -2.061 2.051
N -1.435 -2.244 0.866
C -1.639 -3.231 -0.015
O -2.508 -4.068 0.063
C -0.668 -3.219 -1.220
N 0.625 -2.703 -0.924
N 1.729 -3.401 -0.947
N 2.693 -2.618 -0.632
C 2.160 -1.397 -0.410
C 2.937 -0.232 -0.046
C 4.271 -0.434 0.305
C 5.077 0.629 0.657
C 4.552 1.913 0.656
C 3.235 2.135 0.302
C 2.408 1.073 -0.054
N 1.077 1.252 -0.428
C 0.360 2.406 -0.490
O 0.773 3.506 -0.184
C -1.073 2.231 -0.909
C -1.975 3.181 -0.429
C -3.320 3.118 -0.733
C -3.800 2.103 -1.544
C -2.926 1.162 -2.057
C -1.583 1.237 -1.739
F -0.769 0.298 -2.282
N 0.837 -1.441 -0.586
H -1.118 2.541 3.201
H 0.078 1.530 4.056
H 0.151 1.696 2.282
H -1.576 0.493 1.036
H -2.809 1.378 1.950
H -3.687 -0.729 2.888
H -3.704 -0.770 1.115
H -2.906 -2.924 2.119
H -1.589 -2.027 2.927
H -0.697 -1.572 0.702
H -1.127 -2.608 -2.005
H -0.549 -4.243 -1.579
H 4.652 -1.443 0.293
H 6.107 0.461 0.930
H 5.173 2.752 0.930
H 2.835 3.135 0.296
H 0.625 0.383 -0.700
H -1.579 3.971 0.191
H -3.995 3.863 -0.341
H -4.850 2.046 -1.787
H -3.267 0.372 -2.708
```


Entry 4:
Below is an isolated molecule of CH2N2, with properties calculated with ωB97M-V/def2-TZVPD.

net charge: 0
frontier orbital gap: 11.05 eV
LUMO energy: 0.03949 hartree
ΔE to the lowest compared entry with this formula, charge and spin: 52.38 kcal per mole
HOMO energy: -0.3667 Eh

```
5
CH2N2 (ωB97M-V/def2-TZVPD)
C 0.161 0.280 -0.152
N -0.409 -1.162 -0.191
N -0.517 -0.544 0.805
H 1.295 0.467 0.031
H -0.531 0.959 -0.493
```


Entry 5:
Below is a cluster of 2 separate species, C3H8NO2 in total, with properties calculated with ωB97M-V/def2-TZVPD.

net charge: +1
frontier orbital gap: 8.48 eV
LUMO energy: -0.25281 hartree
ΔE to the lowest compared entry with this formula, charge and spin: 202.93 kcal per mole
HOMO energy: -0.5643 Eh

```
14
C3H8NO2 (ωB97M-V/def2-TZVPD)
C -0.561 -1.884 -0.019
C 2.308 0.662 -0.078
C -1.800 0.686 0.110
N 0.062 -0.816 0.136
O 1.910 -0.599 0.086
O -0.398 0.425 0.057
H -1.511 -2.010 -0.408
H -0.011 -2.756 0.229
H 3.419 0.367 -0.368
H 2.028 1.450 0.631
H 2.184 1.219 -1.153
H -2.462 0.141 0.892
H -2.384 0.504 -0.795
H -1.970 1.590 0.532
```


Entry 6:
Below is a structure of composition C11H22Cl3CoO4P2, with properties calculated with ωB97M-V/def2-TZVPD.

net charge: +2
frontier orbital gap (spin up / spin down): 6.49 / 6.87 eV
LUMO energy (spin up / spin down): -0.32312 / -0.37725 hartree
spin multiplicity: 5
HOMO energy (spin up / spin down): -0.5616 / -0.6299 Eh

```
43
C11H22Cl3CoO4P2 (ωB97M-V/def2-TZVPD)
C -3.046 2.596 -0.059
C -2.546 1.221 -0.206
H -4.124 2.601 0.156
H -2.853 3.159 -0.983
H -2.520 3.108 0.751
O -3.171 0.219 -0.469
Cl -0.091 2.409 -0.321
Co -0.460 0.128 0.033
P -0.299 0.006 -2.160
C -0.935 -1.547 -2.845
C -1.152 1.258 -3.176
H -0.945 1.057 -4.233
H 1.495 0.224 -3.757
H -0.787 2.256 -2.912
H 1.901 0.930 -2.150
H -1.959 -1.695 -2.483
H -2.233 1.214 -3.005
C 1.432 0.091 -2.673
H -0.933 -1.490 -3.938
H 1.937 -0.830 -2.358
H -0.304 -2.375 -2.504
P -0.082 0.458 2.141
C -0.529 -0.932 3.214
C 1.674 0.756 2.454
H -0.634 2.800 2.410
H -0.727 1.898 3.960
H -2.040 1.753 2.753
C -0.958 1.870 2.888
H 2.054 1.413 1.664
H 1.813 1.212 3.439
H -0.457 -0.626 4.264
H 0.148 -1.769 3.011
H 2.206 -0.200 2.381
H -1.556 -1.239 2.986
C -0.633 -1.603 0.221
O -1.022 -2.694 0.360
Cl 2.275 -3.290 1.787
C 3.100 -3.136 0.226
Cl 2.073 -3.581 -1.145
C 3.525 -1.567 0.052
O 4.763 -1.552 -0.002
O 2.592 -0.753 0.003
H 4.002 -3.760 0.225
```


no.,total energy (Eh)
1,-4578.8957
2,-476.0178
3,-1428.8713
4,-148.7151
5,-323.8039
6,-4178.6418